# C4H15N2O

A cluster of 2 separate species, C4H15N2O in total in a non-equilibrium geometry (wB97M-V/def2-TZVPD, the Open Molecules 2025 dataset).

Summary:
Orbital gap (spin up / spin down) (eV): 11.086 / 4.984
Charge: +2
2S+1: 2
Calculated total energy (eV): -9396.50508
ΔE to the lowest compared entry with this formula, charge and spin (kcal/mol): 101.5

The geometry in XYZ format:
```
22
Properties=species:S:1:pos:R:3:forces:R:3:mulliken_spin:R:1
N 1.397 -0.222 0.552 1.3 2.5 -3.8 0.810
C 1.308 0.407 -0.789 -4.0 -3.5 0.9 0.030
C -0.116 0.666 -1.250 -3.2 0.7 -2.6 0.035
N -1.251 0.594 -0.254 1.7 -2.6 3.4 0.018
C -2.490 1.532 -0.128 2.0 -0.9 -1.2 0.001
C -1.871 -0.964 -0.018 1.9 1.2 -3.1 -0.002
H 1.335 -1.176 0.717 -1.3 -2.6 0.7 -0.004
H 2.318 0.038 0.750 2.4 0.6 2.4 -0.007
H -0.587 0.644 0.571 -2.2 0.5 0.0 0.006
H 1.905 1.209 -0.871 2.3 2.7 0.0 0.006
H 1.533 -0.421 -1.523 0.8 0.3 0.7 0.092
H -0.283 1.652 -1.780 0.8 -1.1 0.3 0.003
H -0.382 -0.165 -1.912 0.1 0.6 -0.6 0.006
H -2.185 2.567 0.021 -0.1 0.0 -0.5 -0.001
H -3.000 1.253 -1.072 -0.5 0.8 0.9 0.001
H -2.861 1.154 0.803 -1.1 0.1 0.1 0.001
H -2.750 -0.788 0.523 -0.9 0.0 1.3 0.000
H -2.249 -1.344 -1.076 1.4 0.5 2.2 0.000
H -1.045 -1.504 0.536 -1.4 0.2 -1.0 0.001
H 4.288 -1.630 2.676 0.3 -0.7 0.6 0.000
H 3.241 -2.104 1.589 0.1 -1.8 0.2 0.000
O 3.747 -1.398 1.934 -0.5 2.3 -0.9 0.004
```
Positions in Å, forces in eV/Å.

# C2H3N5O

An isolated molecule of C2H3N5O in a non-equilibrium geometry (wB97M-V/def2-TZVPD, the Open Molecules 2025 dataset).

Summary:
Orbital gap (eV): 9.161
Charge: 0
Calculated total energy (eV): -11615.67764
Structure (SMILES): [H]/N=c1/[nH]nnc(=O)[nH]1
ΔE to the lowest compared entry with this formula, charge and spin (kcal/mol): 118.8

The geometry in XYZ format:
```
11
Properties=species:S:1:pos:R:3:forces:R:3:nbo_charge:R:1
H 2.244 -1.584 -0.252 -0.5 -0.3 -0.6 0.370
N 2.011 -0.602 -0.294 -0.9 0.1 2.5 -0.701
C 0.852 -0.188 0.089 0.0 -1.7 -4.4 0.552
N 0.752 1.152 0.296 -1.4 -0.3 1.5 -0.411
N -0.424 1.730 -0.056 -1.6 3.3 -1.0 0.024
N -1.659 1.324 -0.547 5.8 -2.3 3.6 -0.179
C -1.669 -0.108 -0.174 -6.6 -1.9 2.2 0.692
O -2.749 -0.745 0.303 5.6 3.7 -3.0 -0.602
N -0.493 -0.756 -0.288 3.5 -0.6 1.7 -0.649
H 1.658 1.501 0.908 -3.5 0.2 -2.3 0.478
H -0.523 -1.725 0.015 -0.4 0.0 -0.3 0.426
```
Positions in Å, forces in eV/Å.

# C11H18O

A cluster of 2 separate species, C11H18O in total in a non-equilibrium geometry (wB97M-V/def2-TZVPD, the Open Molecules 2025 dataset).

Summary:
Orbital gap (eV): 9.441
Charge: 0
Calculated total energy (eV): -13746.12858
Structure (SMILES): CCc1ccc(O)cc1.CCC
ΔE to the lowest compared entry with this formula, charge and spin (kcal/mol): 12.4

The geometry in XYZ format:
```
30
Properties=species:S:1:pos:R:3:forces:R:3:nbo_charge:R:1
C -1.482 2.304 -2.499 -0.5 -0.6 0.2 -0.603
C -0.631 1.693 -1.356 -0.5 0.0 -0.9 -0.418
C -1.301 0.525 -0.670 1.2 -0.5 0.7 -0.040
C -2.183 0.714 0.380 -0.9 0.7 0.1 -0.195
C -2.689 -0.318 1.164 0.4 0.0 -0.5 -0.250
C -2.212 -1.591 0.916 0.0 -0.8 0.2 0.285
O -2.631 -2.610 1.753 -0.4 -0.3 -0.3 -0.692
C -1.290 -1.831 -0.099 -0.3 0.1 -0.2 -0.273
C -0.831 -0.781 -0.869 -0.2 0.6 -0.6 -0.190
H -2.544 2.155 -2.256 0.2 0.3 -0.1 0.207
H -1.321 1.757 -3.435 0.1 0.1 0.1 0.205
H -1.293 3.365 -2.670 0.1 -0.1 0.0 0.210
H 0.306 1.349 -1.807 0.1 0.2 0.4 0.206
H -0.435 2.459 -0.614 0.2 0.1 0.1 0.211
H -2.546 1.724 0.577 0.1 -0.1 0.0 0.206
H -3.444 -0.157 1.924 0.2 0.0 0.0 0.227
H -2.812 -3.436 1.266 0.3 0.7 0.2 0.481
H -0.995 -2.841 -0.343 0.2 -0.2 0.2 0.212
H -0.106 -0.930 -1.672 -0.1 -0.2 0.3 0.209
C 1.867 0.059 1.810 0.1 0.0 -0.6 -0.610
C 3.236 0.077 1.090 -0.8 0.2 -0.6 -0.402
C 3.340 -1.040 0.030 0.6 0.5 0.0 -0.608
H 1.420 -0.937 1.725 0.0 0.1 0.4 0.203
H 1.210 0.736 1.260 -0.2 -0.1 0.1 0.204
H 1.884 0.398 2.843 0.1 -0.1 0.1 0.210
H 3.246 1.023 0.531 0.5 -0.1 0.3 0.195
H 4.081 0.063 1.773 0.0 -0.1 0.1 0.198
H 2.730 -1.899 0.289 0.0 -0.2 0.0 0.201
H 3.048 -0.674 -0.962 -0.2 -0.1 0.2 0.201
H 4.380 -1.357 -0.079 -0.1 -0.1 0.0 0.207
```
Positions in Å, forces in eV/Å.

# C3H11NOS2

A cluster of 2 separate species, C3H11NOS2 in total in a non-equilibrium geometry (wB97M-V/def2-TZVPD, the Open Molecules 2025 dataset).

Summary:
Orbital gap (eV): 8.853
Charge: 0
Calculated total energy (eV): -28496.88554
Structure (SMILES): CNCCSS.O
ΔE to the lowest compared entry with this formula, charge and spin (kcal/mol): 16.4

The geometry in XYZ format:
```
18
Properties=species:S:1:pos:R:3:forces:R:3:nbo_charge:R:1
C -2.457 0.244 2.180 -0.3 -0.4 0.4 -0.417
N -1.430 -0.519 1.495 0.9 0.7 0.0 -0.604
C -1.011 0.167 0.263 -0.3 -0.2 0.0 -0.237
C 0.325 -0.398 -0.210 -0.3 -0.5 0.6 -0.540
S 1.613 0.632 0.540 0.3 -0.3 -0.2 0.084
S 3.244 -0.561 -0.022 -0.1 0.1 0.3 -0.151
H -2.658 -0.207 3.159 0.1 0.1 -0.2 0.204
H -2.186 1.293 2.331 -0.1 0.1 -0.1 0.166
H -3.375 0.164 1.607 -0.2 0.2 -0.1 0.191
H -0.605 -0.481 2.095 -0.1 -0.3 0.0 0.346
H -0.927 1.259 0.393 0.0 0.0 0.1 0.169
H -1.807 0.026 -0.470 0.1 -0.1 -0.2 0.196
H 0.399 -1.410 0.198 0.1 0.0 0.1 0.225
H 0.444 -0.521 -1.271 0.0 0.5 -0.5 0.226
H 4.106 0.452 -0.177 -0.1 0.1 -0.1 0.141
O -4.243 -0.067 -4.159 -0.5 0.4 -0.2 -0.943
H -4.495 0.853 -3.965 0.4 -0.6 0.0 0.473
H -3.440 -0.273 -3.678 0.1 0.2 0.2 0.471
```
Positions in Å, forces in eV/Å.